DFT (the ωB97M-V functional and the def2-TZVPD basis) results for an isolated molecule of C4H6N2O2.

**HOMO-LUMO gap**: 10.274 eV
**Energy relative to the best compared isomer or geometry (same formula, charge and spin)**: 3.6624 eV
**SMILES string**: [H]/N=C/NOC(=O)C=C

```
! wB97M-V def2-TZVPD RIJCOSX def2/J DEFGRID3
* xyz 0 1
H 0.270 1.529 -3.297
N 0.444 1.256 -2.378
C 0.894 0.061 -2.300
N 1.321 -0.478 -1.143
O 0.798 0.236 -0.086
C -0.171 -0.393 0.534
O -0.603 -1.528 0.329
C -0.544 0.443 1.658
C -1.117 -0.085 2.756
H 0.823 -0.475 -3.204
H 1.245 -1.446 -0.778
H -0.489 1.509 1.590
H -1.310 -1.163 2.831
H -1.561 0.534 3.490
*
```